Density functional theory data (wB97M-V/def2-TZVPD) for a molecular structure, C33H29N5OsS2 at a distorted geometry.

Calculated values
Charge: +4
E_LUMO (alpha / beta), eV: -12.2 / -13.8
Multiplicity: 5
Highest occupied orbital energy (alpha / beta), eV: -17.536 / -17.534
Gap between HOMO and LUMO (alpha / beta), eV: 5.3 / 3.7

Structure (XYZ):
```
70
Properties=species:S:1:pos:R:3:lowdin_spin:R:1
Os 1.736 2.010 0.423 2.25
C 5.489 -0.050 0.088 0.00
C 5.767 -0.385 1.408 0.03
C 4.812 -0.129 2.388 0.00
C 3.619 0.490 2.029 0.02
N 3.346 0.785 0.726 0.04
C 4.258 0.513 -0.209 0.03
C 2.644 1.047 2.983 0.03
C 2.566 0.840 4.357 0.00
C 1.625 1.560 5.085 0.04
C 0.883 2.570 4.478 0.00
C 1.028 2.777 3.109 0.03
N 1.822 1.942 2.399 0.04
C 0.558 3.903 2.279 0.02
C 0.129 5.136 2.763 0.00
C 0.037 6.212 1.886 0.03
C 0.332 6.026 0.541 0.00
C 0.676 4.755 0.108 0.03
N 0.795 3.731 0.949 0.05
H 6.209 -0.216 -0.699 0.00
H 6.727 -0.806 1.675 0.00
H 5.021 -0.374 3.418 0.00
H 3.996 0.765 -1.232 0.00
H 3.226 0.146 4.853 0.00
H 1.516 1.375 6.144 0.00
H 0.216 3.177 5.070 0.00
H -0.088 5.276 3.810 0.00
H -0.219 7.195 2.253 0.00
H 0.311 6.841 -0.165 0.00
H 0.874 4.557 -0.944 0.00
S -0.027 1.321 -1.047 0.21
C -0.807 -0.158 -0.661 0.03
N -2.120 -0.237 -0.496 0.07
C -2.707 -1.540 -0.221 0.01
C -1.768 -2.372 0.643 0.00
N -0.472 -2.465 -0.009 0.00
C 0.353 -3.652 0.149 0.01
C 0.579 -4.425 -1.138 0.10
C 1.709 -4.185 -1.936 0.25
C 1.894 -4.810 -3.164 0.06
C 1.012 -5.806 -3.543 0.07
C -0.087 -6.090 -2.736 0.25
C -0.290 -5.435 -1.523 0.04
C 0.005 -1.381 -0.610 0.02
S 1.529 -1.328 -1.318 0.18
C -3.015 0.908 -0.533 0.01
C -3.963 0.925 -1.721 0.00
C -3.560 1.432 -2.955 0.00
C -4.453 1.491 -4.026 0.00
C -5.723 0.944 -3.925 0.00
C -6.136 0.477 -2.686 0.00
C -5.262 0.444 -1.599 0.00
H -2.918 -2.057 -1.164 0.00
H -3.652 -1.395 0.305 0.00
H -2.187 -3.367 0.801 0.00
H -1.645 -1.900 1.626 0.00
H -0.121 -4.293 0.892 0.00
H 1.333 -3.335 0.529 0.00
H 2.534 -3.613 -1.529 0.01
H 2.745 -4.574 -3.783 0.00
H 1.191 -6.362 -4.451 0.00
H -0.843 -6.778 -3.092 0.01
H -1.128 -5.710 -0.897 0.00
H -2.412 1.819 -0.547 0.00
H -3.608 0.889 0.387 0.00
H -2.541 1.767 -3.099 0.00
H -4.169 1.996 -4.937 0.00
H -6.399 0.945 -4.767 0.00
H -7.169 0.190 -2.538 0.00
H -5.610 0.050 -0.656 0.00
```